Entry 1:
{
  "formula": "C2H61NO30P",
  "method": "wB97M-V/def2-TZVPD",
  "orbital_gap_ev": 4.12,
  "spin_multiplicity": 1,
  "total_charge": -1,
  "e_lumo_ha": 0.044,
  "e_homo_ev": -2.9,
  "species": ["P", "O", "O", "O", "O", "O", "O", "O", "O", "O", "O", "O", "O", "O", "O", "O", "O", "O", "O", "O", "O", "O", "O", "O", "O", "O", "O", "O", "O", "O", "O", "N", "C", "C", "H", "H", "H", "H", "H", "H", "H", "H", "H", "H", "H", "H", "H", "H", "H", "H", "H", "H", "H", "H", "H", "H", "H", "H", "H", "H", "H", "H", "H", "H", "H", "H", "H", "H", "H", "H", "H", "H", "H", "H", "H", "H", "H", "H", "H", "H", "H", "H", "H", "H", "H", "H", "H", "H", "H", "H", "H", "H", "H", "H", "H"],
  "coordinates": [[-3.6941, -0.1470, -1.1239], [3.8782, -4.4763, 0.6414], [2.8557, 2.3158, -7.2425], [-8.5552, -5.0280, -4.6415], [-4.8330, 3.6590, -2.8675], [4.0241, -0.9224, -2.5139], [-0.1446, 0.4469, -4.1103], [4.7878, 0.6686, 1.7770], [0.4946, 0.1015, 8.4648], [-0.4830, 4.4689, -0.0654], [4.9904, 0.2126, 4.8247], [0.7322, -5.0490, 1.1422], [-1.4079, -0.5259, 5.7904], [-3.0477, 1.4117, -1.5061], [5.2355, 6.0699, 2.6988], [-0.8930, 0.5348, 2.6776], [0.3783, 1.6623, -9.0997], [-2.0747, 4.9782, -2.4172], [-7.8197, -2.9255, -2.5135], [-4.9510, -2.5966, -1.9984], [-3.3751, -1.3028, 2.8094], [2.0906, 0.3846, 1.1244], [2.1446, -2.8370, -1.1201], [3.5651, 1.2448, -4.6188], [-0.5728, -1.0114, -1.6067], [4.9346, -7.1567, 0.3511], [2.5498, 2.1397, 8.6040], [-8.1005, -0.7981, -4.3383], [5.0430, 3.5053, 4.0064], [2.8128, 4.2649, 6.3683], [-5.0994, 0.0604, -0.1979], [-2.5707, -1.0370, -0.2376], [-0.0453, -0.1764, -0.5845], [-1.7441, -1.7509, -1.1578], [-3.7603, -0.4245, 2.8737], [-2.4575, 1.2873, -2.2458], [2.7617, 1.7579, -4.4836], [-1.6859, -1.3825, 5.4543], [-0.0437, -0.6596, 0.3863], [3.3213, 1.8947, -7.9697], [-8.0201, -0.8615, -5.2927], [-3.2329, -1.4160, 1.8450], [-8.0515, -5.7514, -4.2596], [1.0464, 1.7280, -8.4063], [3.4098, 4.2319, 5.6103], [-1.2350, 1.2953, 2.2023], [3.4334, -1.6692, -2.3113], [0.9982, 0.0543, -0.7954], [3.5599, 0.6034, -3.8905], [-1.9905, 5.1251, -1.4689], [-8.5582, -3.5356, -2.5948], [-4.3453, 2.8945, -2.5260], [-1.5729, -0.1468, 2.5426], [-1.3817, -2.6465, -0.6233], [2.1661, 0.6319, 2.0481], [-2.2730, -2.0688, -2.0701], [2.1896, -3.4649, -0.3916], [4.5810, -1.2527, -3.2251], [5.4079, 0.3141, 5.6852], [2.0091, 2.3740, 9.3631], [4.0485, 0.1578, 5.0233], [2.9982, 0.4245, 0.8001], [1.3148, -2.3639, -0.9694], [4.3725, 6.4756, 2.8138], [5.1632, 0.6708, 2.6630], [-0.6211, 0.7526, -0.5787], [5.4109, -7.5517, -0.3829], [-0.7186, 3.7380, 0.5140], [3.2521, 4.8575, 6.9853], [0.7905, 0.6187, -4.0072], [-5.3552, -0.8384, -0.0035], [5.2461, 2.5853, 4.1988], [4.3683, -5.2244, 1.0060], [-4.4419, -2.9821, -2.7145], [0.5262, -5.7269, 1.7899], [0.1253, -0.1423, 7.6057], [5.2990, 5.4334, 3.4208], [4.9347, 3.5277, 3.0466], [-7.9130, -4.3140, -4.7193], [4.0075, -7.2684, 0.1148], [-0.1836, 2.4256, -8.9513], [-5.8765, -2.7430, -2.2471], [-0.3272, -0.2115, -3.4194], [-8.3926, 0.1051, -4.1830], [1.6749, -4.8845, 1.2621], [5.5249, 0.4422, 1.2021], [-8.1418, -2.0960, -2.9050], [-4.1550, 4.3391, -2.9162], [0.4603, 4.5845, 0.0709], [2.4400, 2.8815, 7.9945], [1.4182, 0.3131, 8.2790], [4.5376, -3.7841, 0.5502], [-1.1710, 4.9994, -2.7345], [3.0746, 1.7693, -6.4727], [-1.2268, -0.0146, 4.9907]]
}

=====

Entry 2:
{
  "formula": "C4H8O2",
  "method": "wB97M-V/def2-TZVPD",
  "orbital_gap_ev": 8.36,
  "spin_multiplicity": 1,
  "total_charge": 0,
  "e_above_lowest_ev": 5.550,
  "e_lumo_ha": 0.031,
  "e_homo_ev": -7.5,
  "species": ["O", "O", "C", "C", "C", "C", "H", "H", "H", "H", "H", "H", "H", "H"],
  "coordinates": [[-0.1375, -0.0227, 0.8571], [-0.5124, 1.3526, -0.9242], [1.2016, -1.0305, 1.0781], [-0.9197, -0.7507, -0.1289], [-0.5808, 0.0108, -1.3911], [0.1975, 1.2935, 0.2537], [-0.5557, -1.7834, -0.1508], [-1.3497, -0.0443, -2.1555], [1.0897, -1.2016, 2.1592], [1.2851, 1.3024, 0.1038], [0.3933, -0.3142, -1.7857], [-0.1055, 2.1287, 0.8968], [-1.9637, -0.6974, 0.1754], [1.9578, -0.2432, 1.0121]]
}

=====

Entry 3:
{
  "formula": "C12H34NO6Y",
  "method": "wB97M-V/def2-TZVPD",
  "orbital_gap_ev": 1.93,
  "spin_multiplicity": 1,
  "total_charge": 2,
  "e_above_lowest_ev": 2.817,
  "e_lumo_ha": -0.408,
  "e_homo_ev": -13.0,
  "species": ["Y", "O", "O", "O", "O", "O", "O", "N", "C", "C", "C", "C", "C", "C", "C", "C", "C", "C", "C", "C", "H", "H", "H", "H", "H", "H", "H", "H", "H", "H", "H", "H", "H", "H", "H", "H", "H", "H", "H", "H", "H", "H", "H", "H", "H", "H", "H", "H", "H", "H", "H", "H", "H", "H"],
  "coordinates": [[-0.0426, 5.7671, 0.9398], [-1.2319, 4.0131, -2.9479], [-1.5308, 1.6418, 1.5030], [2.3250, 2.3668, 3.0301], [-3.3571, 4.6898, -0.3269], [-0.4479, 3.9238, -0.1633], [-2.2368, -0.5495, -0.2582], [-0.9932, -1.1759, -0.3718], [0.9886, -3.1109, -0.9441], [-1.2946, -1.9171, -2.7600], [-0.8730, -2.2881, 0.6026], [-1.9042, -3.3788, 0.2852], [-0.4512, -1.1436, -1.7286], [3.3097, 0.1598, 2.9688], [3.1604, 1.4868, 2.2166], [2.3704, 1.2793, 0.9472], [0.5601, -2.8274, 0.5036], [-1.1140, -1.7344, 2.0066], [-0.2791, 0.3377, -2.1107], [0.9548, -1.7847, -1.6926], [1.2143, -1.8859, -2.7501], [1.3832, 0.8763, 1.1776], [2.1823, 2.2411, 0.4476], [-1.1764, -2.9874, -2.6106], [-0.7661, 4.0311, -2.1017], [-1.2609, 0.8071, -2.1672], [-0.9523, -1.6858, -3.7691], [2.8242, 2.5366, 3.8371], [-1.7647, -3.7274, -0.7362], [-1.0659, 2.3604, 1.0693], [-3.4524, 4.8613, -1.2747], [-2.9375, -3.0193, 0.3157], [1.2152, -2.0564, 0.9223], [0.2147, 0.3686, -3.0821], [-2.5594, 4.1566, -0.2600], [-0.6481, 4.4351, -3.5891], [-0.5037, -0.8681, 2.2605], [3.4285, 0.3085, 4.0415], [2.4276, -0.4654, 2.8314], [0.6552, -3.7179, 1.1234], [-1.7199, 1.0017, 0.8023], [-2.3727, -1.7311, -2.7753], [1.7147, -1.1178, -1.2794], [-2.8061, -0.9767, -0.9230], [-0.2486, 3.0162, -0.4373], [0.3133, -3.8466, -1.3727], [0.3617, 0.8520, -1.3916], [4.1812, -0.3716, 2.5821], [2.9075, 0.6553, 0.2338], [-0.7745, -2.4999, 2.7127], [-2.1705, -1.5867, 2.2174], [4.1320, 1.9692, 2.1096], [-1.8963, -4.2052, 0.9943], [2.0081, -3.4836, -0.8579]]
}

=====

Entry 4:
{
  "formula": "C5H8O",
  "method": "wB97M-V/def2-TZVPD",
  "orbital_gap_ev": 10.71,
  "spin_multiplicity": 1,
  "smiles": "C[C@H]1C[C@H]1C=O",
  "total_charge": 0,
  "e_above_lowest_ev": 1.246,
  "e_lumo_ha": 0.038,
  "e_homo_ev": -9.7,
  "species": ["O", "C", "C", "C", "C", "C", "H", "H", "H", "H", "H", "H", "H", "H"],
  "coordinates": [[-2.4695, -1.2571, -0.8286], [0.7393, -0.6152, 1.0422], [-1.6935, -0.6236, -0.1482], [0.4444, 1.4518, -0.4382], [0.7951, -0.0180, -0.3208], [-0.2805, -1.0444, 0.0081], [1.4635, -1.3777, 1.3165], [-0.2465, 1.7543, 0.3573], [1.3521, 2.0530, -0.3208], [1.5478, -0.3739, -1.0199], [-0.0172, 1.7062, -1.3981], [-2.0057, 0.3410, 0.3051], [-0.1335, -2.0471, -0.3840], [0.4676, 0.0489, 1.8596]]
}

=====

Entry 5:
{
  "formula": "H18O9",
  "method": "wB97M-V/def2-TZVPD",
  "orbital_gap_ev": 11.01,
  "spin_multiplicity": 1,
  "smiles": "O.O.O.O.O.O.O.O.O",
  "total_charge": 0,
  "e_above_lowest_ev": 2.168,
  "e_lumo_ha": -0.004,
  "e_homo_ev": -11.1,
  "species": ["O", "O", "O", "O", "O", "O", "O", "O", "O", "H", "H", "H", "H", "H", "H", "H", "H", "H", "H", "H", "H", "H", "H", "H", "H", "H", "H"],
  "coordinates": [[3.5652, 1.2741, 0.9150], [-3.3521, -1.9984, -2.5663], [-3.0861, 1.5486, -0.6786], [-0.1264, 0.1250, 0.0424], [2.2170, -0.1248, -1.5715], [-1.4579, -2.5075, -0.2639], [-1.5589, 1.4511, 3.1482], [0.1449, -1.5941, 2.4195], [2.7807, 2.8705, -1.4736], [4.4514, 0.9128, 0.8143], [-3.9253, -2.7510, -2.3946], [-2.2299, 1.1219, -0.5576], [2.8001, -0.8838, -1.6725], [-2.3025, 1.0864, 2.6607], [-2.6085, -2.1038, -1.9589], [-0.8135, -3.1432, 0.0701], [2.6085, 0.5800, -2.1106], [-0.3437, -1.1893, 1.6900], [-3.5439, 1.4420, 0.1598], [0.7490, -0.9031, 2.7066], [-2.2400, -2.6352, 0.2868], [-0.6379, -0.5449, -0.4351], [0.6248, 0.3189, -0.5426], [2.9835, 0.5969, 0.5432], [3.5528, 3.4090, -1.2774], [-0.7841, 1.1448, 2.6659], [2.5329, 2.4969, -0.6190]]
}

=====

Entry 6:
{
  "formula": "C41H36ClFMnN6O3",
  "method": "wB97M-V/def2-TZVPD",
  "orbital_gap_ev": [2.48, 2.30],
  "spin_multiplicity": 2,
  "total_charge": 0,
  "e_lumo_ha": [-0.072, -0.072],
  "e_homo_ev": [-4.4, -4.2],
  "species": ["Mn", "Cl", "F", "O", "O", "O", "N", "N", "N", "N", "N", "N", "C", "C", "C", "C", "C", "C", "C", "C", "C", "C", "C", "C", "C", "C", "C", "C", "C", "C", "C", "C", "C", "C", "C", "C", "C", "C", "C", "C", "C", "C", "C", "C", "C", "C", "C", "C", "C", "C", "C", "C", "C", "H", "H", "H", "H", "H", "H", "H", "H", "H", "H", "H", "H", "H", "H", "H", "H", "H", "H", "H", "H", "H", "H", "H", "H", "H", "H", "H", "H", "H", "H", "H", "H", "H", "H", "H", "H"],
  "coordinates": [[-2.0382, -1.4379, 0.4782], [-5.2812, -2.6319, -0.4841], [1.5234, 4.0246, -0.8003], [-1.2898, -2.9528, -0.4857], [0.2941, -4.2658, -1.3363], [-0.7967, -0.3025, -0.5997], [3.0730, -1.2325, -1.3792], [-3.5199, -0.6894, -0.6484], [4.3054, 3.4534, -1.0155], [5.7918, 5.8192, -1.3350], [-2.4583, 0.2166, 1.4187], [-0.5890, -1.5189, 1.8556], [1.3800, 0.4049, -0.9596], [4.6634, 3.9065, -2.3519], [-1.0599, 2.0939, 2.2393], [1.9276, 2.7246, -0.8783], [-4.5497, -5.7225, -1.8801], [2.1232, -2.2099, -1.2789], [-0.1318, -3.1762, -0.9509], [-6.4038, 1.5362, 0.6289], [-0.3075, -0.2292, 2.2299], [-6.3487, -1.7421, -0.6756], [0.3656, -0.6341, -0.8439], [-5.2083, -3.5524, -1.5504], [-1.3535, 0.7563, 1.9682], [2.7313, 0.0919, -1.1757], [-6.9752, -0.6026, -0.7102], [-4.3214, 1.8929, 1.8643], [-5.9191, 0.4238, -0.0559], [-3.4292, -2.6453, 1.5411], [-5.6252, 2.2446, 1.5473], [1.8571, -0.8921, 3.0443], [0.9262, 0.1441, 2.7945], [-4.4198, 0.2502, 0.1019], [-4.0011, -5.9591, -0.5782], [-3.6097, -5.1891, 0.5988], [1.5195, -2.1834, 2.7400], [-4.1902, -1.7300, -0.6207], [0.2824, -2.4619, 2.1370], [-3.5847, -3.8415, 0.9590], [4.4443, -1.6277, -1.6735], [5.4043, 5.3311, 0.0290], [4.0935, 4.5760, -0.1139], [-3.6968, 0.8669, 1.1440], [1.1643, 1.5197, 3.0528], [0.9879, 1.7373, -0.8184], [5.2831, -1.7885, -0.4087], [3.2868, 2.4435, -1.0055], [0.8157, -1.9837, -1.0130], [3.6760, 1.1231, -1.1660], [5.9773, 4.6661, -2.2735], [0.1942, 2.4492, 2.7634], [-5.0808, -4.5502, -2.4409], [-3.2389, -5.8239, 1.4012], [0.0057, -3.4755, 1.8724], [-3.8033, -7.0146, -0.4272], [6.7531, 4.0203, -1.8656], [-4.5473, -6.5888, -2.5389], [-6.0868, 3.0565, 2.0975], [-4.5342, -3.4626, 0.1972], [4.8611, -2.5696, 0.2226], [-3.8260, 2.3536, 2.7083], [5.2987, 6.1835, 0.6975], [6.3054, -2.0648, -0.6673], [2.4592, -3.2274, -1.4341], [3.8878, 4.5490, -2.8053], [6.2848, 5.0392, -3.2485], [-8.0174, -0.3823, -0.8732], [3.3230, 5.2810, -0.4623], [4.7354, 0.9321, -1.2634], [6.6211, 6.3932, -1.2967], [6.1892, 4.6713, 0.3944], [-4.3237, -2.0611, 1.7878], [4.8897, -0.8877, -2.3405], [-5.2937, -2.3507, 0.7656], [-7.4505, 1.7894, 0.5073], [3.7783, 4.1906, 0.8543], [2.8217, -0.6519, 3.4767], [5.2995, -0.8630, 0.1672], [-0.0598, 1.9652, -0.6717], [4.7880, 3.0327, -2.9878], [2.1190, 1.8191, 3.4705], [-6.0537, -3.5066, 0.1300], [0.4016, 3.4992, 2.9412], [2.1960, -3.0008, 2.9522], [5.0212, 6.3832, -1.6878], [-1.7772, 2.8636, 1.9924], [4.4090, -2.5761, -2.2070], [-5.3381, -4.4586, -3.4874]]
}